177
Properties=species:S:1:pos:R:3:forces:R:3:mulliken_charge:R:1 method="wB97M-V/def2-TZVPD" orbital_gap_ev=8.279 charge=+1 largest_force_ha_per_bohr=0.022
C 1.97070 -0.61336 0.48420 -0.1324 0.0329 0.0527 -1.446
C 1.87004 -0.67940 -1.04742 -0.0436 0.1239 -0.0530 0.074
C 3.16790 -1.07845 -1.77227 -0.1396 -0.1147 0.1820 -0.514
C 3.31624 -2.57555 -2.05831 0.1698 -0.0308 -0.0760 -0.486
C 3.06060 -3.48865 -0.85809 -0.0589 -0.2371 -0.1132 0.715
C 2.90563 -4.97903 -1.21942 0.1442 0.0963 -0.1542 -1.174
C 1.85713 -5.32227 -2.30579 0.1868 0.2443 0.1961 -0.933
C 0.55071 -4.52415 -2.28371 -0.2761 -0.1978 -0.1513 0.565
C -0.45926 -5.01421 -1.22832 0.0545 0.1623 0.0516 -1.398
C -0.73777 -4.02040 -0.10440 -0.1052 0.5863 0.1068 1.339
N -1.91355 -3.13890 -0.44816 -0.2123 -1.0971 -0.2337 -0.278
C -2.88152 -3.37174 0.45040 -0.1698 0.7651 0.1643 0.230
N -4.16321 -3.16146 0.27236 0.0363 -0.1685 -0.1572 0.105
C -4.82920 -2.66627 -0.92952 0.1201 0.1016 -0.1202 -0.615
C -5.19169 -1.18540 -0.82907 -0.0076 -0.0075 -0.1840 -1.145
O -5.01053 -3.30923 1.33858 -0.0353 0.2343 0.2549 -0.149
C -5.47270 -4.67560 1.50082 0.2238 -0.0832 0.0549 -0.963
C -6.87423 -4.61134 2.10131 -0.0081 0.0804 0.1176 0.849
C -6.88106 -4.55089 3.63637 0.3506 0.1497 -0.1667 -0.816
O -7.67584 -5.68306 1.61381 -0.0394 0.1929 -0.1881 -0.568
N -2.39208 -3.84783 1.65838 0.2421 -0.3072 -0.3542 -0.260
C -1.23332 -4.67499 1.20770 0.1125 0.0039 -0.1434 -0.132
C -0.15490 -4.90537 2.28058 0.0827 -0.0489 0.0721 -1.075
C -0.35527 -4.19783 3.61952 -0.0617 -0.3013 -0.2333 0.558
C 0.82001 -4.36317 4.55286 0.2005 0.3562 -0.2982 -1.511
F -0.53695 -2.81256 3.35577 -0.0538 -0.1064 0.0810 -0.421
H 3.00148 -0.43154 0.79534 -0.0684 -0.0170 -0.0001 0.338
H 1.61406 -1.52452 0.97510 0.1395 0.0215 -0.0082 0.234
H 1.36781 0.20862 0.88078 0.0278 -0.0736 -0.0283 0.377
H 1.05194 -1.35443 -1.33792 0.0154 0.0520 -0.0443 -0.158
H 1.57851 0.31174 -1.39959 0.0169 0.0191 -0.0452 0.558
H 3.99510 -0.72410 -1.15025 0.0555 0.0254 -0.1893 0.369
H 3.21827 -0.54784 -2.72971 0.1376 -0.0115 0.1318 -0.035
H 2.65312 -2.84266 -2.88696 -0.0472 -0.0038 0.0342 0.032
H 4.33247 -2.75892 -2.43092 -0.1263 -0.0241 -0.0113 0.508
H 3.90255 -3.39628 -0.16265 -0.1376 0.0335 0.0482 0.641
H 2.17685 -3.14061 -0.31330 0.0394 -0.0692 -0.0458 -0.937
H 3.87617 -5.31829 -1.59995 -0.0975 -0.0905 0.0709 0.489
H 2.73229 -5.56764 -0.30966 -0.0886 0.1484 -0.0227 0.295
H 2.31464 -5.20159 -3.28956 -0.0556 0.0253 0.0024 0.341
H 1.58408 -6.38083 -2.21466 0.1668 0.0459 -0.1082 0.489
H 0.72262 -3.45618 -2.13632 0.1390 0.0029 -0.0402 -0.336
H 0.10603 -4.61890 -3.28044 -0.0043 0.0184 0.0987 0.175
H -0.11045 -5.94598 -0.76918 -0.0067 0.0279 -0.0869 0.526
H -1.42108 -5.23120 -1.71080 0.0746 -0.2305 0.1486 0.380
H 0.11922 -3.35880 0.04874 -0.0365 -0.1157 0.1355 -0.909
H -2.15684 -3.09646 -1.42825 0.0539 0.2408 -0.0356 0.386
H -5.71846 -3.28744 -1.05597 0.0780 0.0289 -0.0363 0.396
H -4.17370 -2.86178 -1.78204 -0.0449 0.0301 0.0962 0.409
H -6.14973 -1.04284 -0.33025 0.1267 -0.0171 0.1012 0.253
H -5.27417 -0.76305 -1.83304 -0.0353 -0.0499 0.0952 0.390
H -4.41653 -0.63180 -0.29686 -0.0495 -0.0123 -0.0231 0.331
H -5.48255 -5.16171 0.52059 -0.1068 0.0832 -0.0050 0.426
H -4.75806 -5.17981 2.16004 -0.0849 -0.0558 -0.1417 0.391
H -7.31711 -3.68768 1.71260 -0.1162 -0.1922 -0.0503 0.071
H -7.35275 -3.63006 3.97576 -0.1477 -0.1032 0.1252 -0.057
H -7.41976 -5.41594 4.02018 -0.0205 0.0954 0.0647 0.376
H -5.86211 -4.55778 4.03932 -0.1218 -0.0699 -0.0061 0.278
H -7.13437 -6.44904 1.40998 0.0501 -0.1301 0.1471 0.335
H -2.04643 -3.04678 2.18950 -0.1676 -0.0604 0.3726 0.364
H -1.66906 -5.63227 0.89418 0.0492 0.0302 0.2478 0.550
H -0.10398 -5.97426 2.50693 0.0423 0.1049 -0.0243 0.488
H 0.82680 -4.62096 1.88578 -0.0769 0.0070 -0.0136 0.197
H -1.27498 -4.55642 4.08978 -0.0552 0.2154 -0.0639 0.321
H 1.57136 -3.61329 4.28263 -0.0441 -0.0943 0.0331 0.395
H 1.27926 -5.34369 4.42081 -0.1338 -0.0423 0.2154 0.414
H 0.53904 -4.21503 5.59233 0.0595 -0.1155 -0.0238 0.349
N 1.51219 -5.08881 -6.04387 -0.0476 0.1065 0.0287 -0.343
C 0.55644 -6.01498 -6.04358 0.0042 -0.1623 0.1325 -0.357
C -0.51218 -6.03276 -6.92789 0.0434 0.2229 -0.0642 -0.436
C -0.59707 -5.01505 -7.87120 0.0478 -0.0670 0.1212 -0.467
C 0.38844 -4.04079 -7.88295 0.0107 0.0167 -0.0639 -0.277
C 1.41650 -4.12198 -6.95502 0.0499 -0.0349 0.0079 -0.275
H 0.66001 -6.78883 -5.28818 -0.0435 -0.0305 -0.0409 0.405
H -1.25554 -6.81588 -6.87351 0.0093 -0.0251 -0.0106 0.414
H -1.41544 -4.98118 -8.57826 0.0030 -0.0126 -0.0175 0.407
H 0.37407 -3.22011 -8.58600 -0.0705 0.0100 0.0151 0.371
H 2.20412 -3.37554 -6.94359 -0.0273 0.0085 0.0205 0.567
N -8.69780 -1.37684 4.07998 0.0735 -0.0063 -0.0665 -0.184
C -9.88165 -1.02601 4.57575 -0.0191 -0.0618 0.0803 -0.416
C -10.62839 0.04108 4.09864 0.0099 0.0329 -0.0170 -0.451
C -10.11778 0.78830 3.04983 0.0180 -0.0144 0.0174 -0.274
C -8.88352 0.43622 2.52459 -0.0147 -0.0039 0.0054 -0.553
C -8.21914 -0.65065 3.07196 0.0155 0.0111 -0.0098 -0.294
H -10.24511 -1.62874 5.40065 -0.0342 0.0152 -0.0033 0.403
H -11.58430 0.27803 4.54446 -0.0048 -0.0061 0.0021 0.410
H -10.66879 1.62986 2.65122 -0.0028 0.0029 -0.0034 0.394
H -8.44249 0.99301 1.70891 0.0040 0.0012 -0.0019 0.370
H -7.24991 -0.95372 2.68590 0.0054 0.0147 0.0069 0.560
N -6.82289 -0.89117 8.49729 0.0136 -0.0034 0.0131 -0.532
C -7.39766 -0.49700 7.36300 -0.0025 -0.0580 -0.0287 -0.214
C -7.80068 0.80793 7.11940 -0.0089 0.0093 -0.0078 -0.072
C -7.60079 1.75671 8.10952 0.0058 -0.0074 -0.0019 -0.569
C -7.00604 1.36006 9.29624 -0.0011 0.0011 -0.0051 -0.249
C -6.63576 0.03029 9.43888 -0.0072 0.0100 -0.0057 -0.300
H -7.54394 -1.26513 6.61074 -0.0020 0.0282 -0.0297 0.532
H -8.26178 1.06783 6.17510 -0.0035 -0.0136 -0.0056 0.305
H -7.90303 2.78522 7.96007 -0.0018 0.0041 0.0012 0.373
H -6.83090 2.06340 10.09868 0.0032 -0.0024 0.0066 0.369
H -6.16700 -0.31308 10.35441 -0.0011 0.0091 0.0072 0.354
N 4.13635 2.07181 -0.84034 -0.0724 -0.0742 0.0593 -0.328
C 4.94041 2.16379 -1.89691 -0.0719 -0.0024 -0.0165 -0.214
C 4.93426 3.24184 -2.77012 -0.0327 -0.0156 -0.0128 -0.570
C 4.04605 4.27736 -2.53186 -0.0381 0.0123 0.0085 -0.207
C 3.19694 4.19544 -1.43698 0.0566 0.0283 -0.0268 -0.025
C 3.28399 3.07405 -0.62606 0.0357 -0.0206 -0.0468 -0.635
H 5.60902 1.32844 -2.06659 0.0438 -0.0197 -0.0076 0.351
H 5.60176 3.25243 -3.61964 0.0381 -0.0025 -0.0224 0.454
H 4.00879 5.13450 -3.19298 0.0055 0.0075 0.0107 0.431
H 2.47464 4.97401 -1.23157 -0.0388 -0.0362 -0.0083 0.414
H 2.63132 2.96810 0.23507 0.0251 0.0185 0.0129 0.374
N 0.30173 6.04348 -1.95107 -0.0052 0.0013 0.0373 -0.082
C -0.91360 5.79924 -1.46426 -0.0014 0.0237 -0.0061 -0.287
C -2.05332 6.46935 -1.88088 0.0027 0.0073 -0.0116 -0.570
C -1.92600 7.44956 -2.85323 0.0109 -0.0038 0.0128 -0.102
C -0.66746 7.71496 -3.36692 -0.0175 -0.0206 -0.0219 -0.840
C 0.40943 6.98452 -2.88596 0.0056 -0.0387 -0.0329 -0.289
H -0.97521 5.03210 -0.69969 -0.0073 0.0012 0.0005 0.393
H -3.01502 6.23087 -1.44786 -0.0025 0.0000 0.0079 0.371
H -2.79091 7.99927 -3.20045 -0.0037 0.0037 -0.0007 0.386
H -0.51593 8.47524 -4.12083 0.0068 0.0004 -0.0027 0.403
H 1.41000 7.16764 -3.26259 -0.0093 0.0311 -0.0106 0.580
N 0.25516 -0.67626 -7.27793 0.0285 0.0089 -0.1753 -0.355
C 0.60561 0.52119 -7.74502 -0.0402 0.0181 0.0313 -0.384
C 0.94565 1.59189 -6.92921 -0.0146 -0.0059 -0.0169 -0.300
C 0.91302 1.41205 -5.55563 -0.0488 0.0178 0.0225 -0.555
C 0.54656 0.16967 -5.06028 0.0400 0.0808 -0.0737 -0.075
C 0.23607 -0.83745 -5.95936 -0.0741 -0.0703 0.0639 -0.441
H 0.62039 0.62371 -8.82447 -0.0021 0.0312 0.0043 0.361
H 1.23126 2.53995 -7.36407 -0.0043 -0.0056 -0.0099 0.398
H 1.17313 2.22276 -4.88427 -0.0075 -0.0375 -0.0155 0.596
H 0.51057 -0.02049 -4.00055 0.0280 -0.0266 0.1971 0.350
H -0.04192 -1.82704 -5.60754 0.0205 0.0124 0.0098 0.408
N 1.88164 -5.58982 7.50671 -0.0231 0.0088 -0.0011 -0.447
C 3.08788 -5.12830 7.18467 0.0066 -0.0112 -0.0055 0.088
C 3.99160 -4.62647 8.10786 0.0149 0.0101 0.0186 -0.626
C 3.62267 -4.59707 9.44343 -0.0194 -0.0134 -0.0142 -0.157
C 2.36999 -5.07333 9.79477 0.0194 0.0013 -0.0091 -0.438
C 1.54169 -5.55870 8.79363 -0.0087 -0.0136 0.0134 -0.160
H 3.34514 -5.16413 6.13095 0.0275 0.0087 0.0053 0.320
H 4.95968 -4.26927 7.78487 0.0010 0.0013 -0.0062 0.354
H 4.29906 -4.21220 10.19508 0.0020 0.0021 0.0047 0.375
H 2.03712 -5.07251 10.82334 -0.0055 -0.0031 0.0035 0.353
H 0.55722 -5.94325 9.03580 -0.0015 0.0062 0.0100 0.359
N 2.43935 10.92561 -1.78099 0.0112 0.0050 -0.0037 -0.569
C 1.98475 9.71109 -1.48358 -0.0124 0.0257 0.0108 -0.403
C 2.74975 8.73090 -0.86754 0.0110 -0.0163 -0.0090 -0.165
C 4.06405 9.02856 -0.54279 -0.0078 0.0005 -0.0082 -0.540
C 4.55335 10.28814 -0.84730 -0.0259 -0.0087 -0.0192 0.081
C 3.70327 11.19628 -1.46167 0.0185 -0.0092 -0.0153 -0.255
H 0.95260 9.51459 -1.75228 -0.0078 -0.0157 0.0336 0.459
H 2.31966 7.76136 -0.64990 -0.0107 0.0025 -0.0024 0.432
H 4.69609 8.29616 -0.05724 0.0031 0.0035 0.0121 0.424
H 5.56744 10.56293 -0.59789 -0.0088 0.0154 0.0449 0.175
H 4.05205 12.19285 -1.70948 0.0094 -0.0003 0.0027 0.356
N 6.74298 10.97920 1.84347 0.0228 -0.0152 -0.0531 -0.260
C 7.67750 11.69080 1.21792 0.0058 0.0100 0.0172 0.048
C 8.78365 12.23506 1.85299 0.0042 0.0030 0.0110 -0.634
C 8.92799 12.03088 3.21565 -0.0093 -0.0034 -0.0074 -0.173
C 7.96211 11.29332 3.88082 0.0042 0.0060 -0.0007 -0.458
C 6.89421 10.79108 3.15213 -0.0114 -0.0051 0.0060 -0.212
H 7.53553 11.83697 0.15187 0.0110 0.0031 -0.0023 0.293
H 9.51035 12.80438 1.29007 -0.0020 0.0027 -0.0070 0.344
H 9.77627 12.43963 3.74884 0.0034 0.0012 0.0025 0.377
H 8.03026 11.10911 4.94411 -0.0044 -0.0046 0.0034 0.344
H 6.12047 10.20999 3.64155 0.0028 0.0000 0.0099 0.342
N 5.43037 -0.02897 -5.41243 -0.0250 0.0216 0.0314 -0.349
C 6.30872 -0.93067 -5.84645 -0.0016 0.0198 0.0153 -0.509
C 6.02934 -1.85526 -6.84126 -0.0128 -0.0114 -0.0042 -0.309
C 4.76763 -1.84739 -7.41318 -0.0330 -0.0168 0.0081 -0.629
C 3.83859 -0.91827 -6.97012 0.0788 -0.0146 0.0150 -0.156
C 4.22196 -0.03061 -5.97313 0.0626 -0.0216 0.0248 -0.183
H 7.28579 -0.90988 -5.37598 -0.0046 -0.0021 -0.0051 0.358
H 6.78462 -2.56184 -7.15662 0.0050 -0.0001 0.0012 0.411
H 4.51220 -2.55617 -8.19102 0.0007 0.0010 -0.0079 0.434
H 2.84117 -0.88116 -7.38776 0.0433 0.0298 0.0246 0.491
H 3.52866 0.71784 -5.60606 0.0085 -0.0291 -0.0133 0.437